C24H32BEuN7O4S2 | ωB97M-V/def2-TZVPD

Multiplicity   8
Orbital gap (spin up / spin down)   5.83 / 8.53 eV

Geometry as XYZ:
```
71
Properties=species:S:1:pos:R:3:lowdin_charge:R:1
Eu 0.06810 0.28670 0.39902 1.508
C -3.11622 -1.24981 -0.30946 -0.027
C -2.59837 -0.44372 -1.45813 -0.332
C -3.08029 -0.30979 -2.76321 0.013
C -2.19638 0.55028 -3.39460 -0.275
C -2.25012 1.04683 -4.80128 -0.022
N -1.25046 0.89574 -2.50396 0.032
N -1.50048 0.29774 -1.31266 -0.051
B -0.00636 1.81056 -2.70288 -0.487
N -0.00483 2.93708 -1.64941 0.019
N 0.06419 2.68294 -0.31143 0.007
C 0.10947 3.86920 0.29517 -0.333
C 0.21672 4.02026 1.77605 -0.031
C 0.06152 4.89760 -0.65328 0.006
C -0.00402 4.26374 -1.87579 -0.280
C -0.05559 4.88921 -3.22999 -0.025
N 1.29323 0.96835 -2.53719 0.032
N 1.66306 0.43383 -1.34271 -0.034
C 2.79092 -0.24307 -1.54733 -0.337
C 3.46077 -0.98014 -0.43364 -0.028
C 3.17193 -0.13239 -2.88787 0.011
C 2.19654 0.64916 -3.48113 -0.276
C 2.13503 1.11226 -4.89919 -0.021
H -4.19913 -1.35154 -0.36363 0.081
H -2.68401 -2.25176 -0.31430 0.059
H -2.85578 -0.77367 0.63600 0.063
H -3.95684 -0.76359 -3.19670 0.105
H -3.13253 0.64010 -5.29107 0.078
H -2.30750 2.13556 -4.83170 0.079
H -1.36925 0.74026 -5.36723 0.074
H -0.03864 2.27931 -3.79566 0.107
H 0.26694 3.05218 2.26166 0.035
H 1.10738 4.59379 2.03792 0.080
H -0.65114 4.55661 2.16339 0.084
H 0.08453 5.95981 -0.47134 0.107
H -0.06144 5.97236 -3.12810 0.078
H 0.81086 4.60533 -3.82941 0.078
H -0.95293 4.58628 -3.77135 0.078
H 3.03942 -0.68181 0.52591 0.054
H 3.33109 -2.05594 -0.56208 0.068
H 4.53095 -0.77205 -0.42225 0.081
H 4.03939 -0.55818 -3.36574 0.106
H 3.00391 0.73950 -5.43720 0.078
H 1.23491 0.75229 -5.39941 0.074
H 2.13564 2.20188 -4.94917 0.079
O -1.22249 -3.37528 3.53903 0.048
C -0.84196 -2.21940 3.57737 -0.526
N -0.64676 -1.39702 2.49758 -0.144
S -0.04806 0.00192 2.95259 0.590
O 1.28760 0.15465 2.35818 -0.425
O -0.90996 1.05315 2.42340 -0.404
C -0.04467 -0.22974 4.70114 -0.210
C 0.32846 0.58520 5.74696 -0.027
C 0.21952 0.05698 7.02905 -0.063
C -0.24820 -1.23678 7.22851 -0.054
C -0.62010 -2.03808 6.15402 0.006
C -0.51287 -1.52069 4.87788 -0.130
H 0.68647 1.59244 5.58158 0.123
H 0.49939 0.66919 7.87595 0.109
H -0.32285 -1.62881 8.23438 0.108
H -0.98810 -3.04593 6.29441 0.125
C 0.20596 -4.53876 -0.71402 -0.237
S -0.07260 -3.27102 0.55463 0.881
C 1.43196 -3.63443 1.49760 -0.226
O 0.23331 -1.98519 -0.17968 -0.664
H 1.11145 -4.29077 -1.26527 0.056
H -0.65153 -4.53650 -1.38420 0.050
H 0.29294 -5.51331 -0.23274 0.058
H 1.20726 -4.44411 2.19168 0.061
H 1.68802 -2.73151 2.04748 0.045
H 2.23938 -3.91124 0.82305 0.050
```